No. 1
{"formula": "C23H19N3O", "method": "ωB97M-V/def2-TZVPD", "symbols": ["C", "C", "C", "C", "C", "C", "N", "C", "O", "C", "C", "C", "C", "C", "C", "C", "C", "N", "N", "C", "C", "C", "C", "C", "C", "C", "C", "H", "H", "H", "H", "H", "H", "H", "H", "H", "H", "H", "H", "H", "H", "H", "H", "H", "H", "H"], "xyz": [[-4.088, -2.581, 0.914], [-2.605, -2.397, 1.030], [-2.049, -2.011, 2.242], [-0.684, -1.836, 2.376], [0.144, -2.056, 1.294], [-0.400, -2.428, 0.070], [0.462, -2.634, -1.031], [1.415, -1.775, -1.475], [2.196, -2.084, -2.351], [1.356, -0.417, -0.847], [0.195, 0.310, -0.918], [0.133, 1.580, -0.301], [-1.125, 2.350, -0.352], [-1.882, 2.402, -1.524], [-3.058, 3.131, -1.524], [-3.444, 3.777, -0.360], [-2.619, 3.666, 0.750], [-1.495, 2.977, 0.758], [1.144, 2.104, 0.342], [2.305, 1.429, 0.401], [3.387, 2.019, 1.088], [4.584, 1.367, 1.179], [4.756, 0.104, 0.588], [3.727, -0.498, -0.082], [2.481, 0.148, -0.195], [-1.778, -2.596, -0.078], [-2.363, -2.972, -1.408], [-4.326, -3.560, 0.503], [-4.518, -1.827, 0.255], [-4.561, -2.489, 1.889], [-2.694, -1.846, 3.092], [-0.264, -1.538, 3.324], [1.214, -1.945, 1.389], [0.413, -3.525, -1.510], [-0.679, -0.090, -1.409], [-1.541, 1.903, -2.419], [-3.662, 3.197, -2.418], [-4.356, 4.353, -0.317], [-2.871, 4.152, 1.684], [3.229, 2.990, 1.531], [5.411, 1.819, 1.705], [5.713, -0.391, 0.667], [3.860, -1.463, -0.548], [-1.653, -2.798, -2.213], [-3.257, -2.387, -1.610], [-2.646, -4.025, -1.419]], "forces_ev_per_angstrom": [[0.044, 0.026, -0.015], [0.081, 0.027, 0.143], [-0.050, -0.007, -0.051], [0.108, 0.030, -0.035], [-0.082, -0.150, 0.047], [-0.273, -0.037, 0.475], [-0.188, -0.447, -0.108], [-0.085, -0.068, -0.137], [0.209, 0.114, -0.023], [-0.065, 0.587, -0.159], [0.448, -0.090, -0.030], [0.451, -0.268, 0.012], [-0.467, 0.201, -0.308], [0.065, 0.012, 0.174], [-0.040, 0.031, 0.089], [0.062, -0.060, -0.100], [-0.324, 0.180, -0.044], [0.411, -0.170, 0.251], [-0.494, 0.419, 0.019], [0.281, -0.618, -0.212], [0.244, -0.059, 0.057], [-0.140, 0.268, 0.067], [-0.090, -0.280, -0.134], [0.272, -0.087, 0.069], [-0.263, 0.289, 0.065], [0.246, 0.034, -0.068], [0.016, 0.032, 0.081], [-0.106, -0.057, -0.037], [-0.108, 0.010, -0.055], [-0.064, -0.006, 0.035], [-0.088, 0.006, 0.084], [0.044, 0.034, 0.094], [0.099, -0.009, 0.022], [0.141, 0.167, -0.026], [-0.083, -0.076, -0.003], [0.038, -0.056, -0.067], [-0.022, 0.010, -0.046], [-0.062, 0.053, 0.032], [-0.103, 0.072, 0.036], [-0.026, 0.102, 0.049], [0.038, 0.065, 0.043], [0.057, -0.061, -0.013], [0.044, -0.065, -0.044], [-0.032, -0.012, -0.065], [-0.082, -0.012, -0.070], [-0.066, -0.075, -0.094]], "spin_multiplicity": 1, "total_energy_ha": -1127.40858, "gap_ev": 8.497, "e_lumo_ev": -0.07, "homo_energy_ev": -8.57, "smiles": "Cc1cccc(NC(=O)c2cc(-c3ccccn3)nc3ccccc23)c1C"}

No. 2
{"formula": "C3H11NOS2", "method": "ωB97M-V/def2-TZVPD", "symbols": ["C", "N", "C", "C", "S", "S", "H", "H", "H", "H", "H", "H", "H", "H", "H", "O", "H", "H"], "xyz": [[-0.177, 1.068, 2.755], [0.360, 0.775, 1.391], [0.054, -0.249, 0.413], [1.206, -1.002, -0.192], [2.167, 0.072, -1.237], [2.427, -0.995, -2.946], [-1.185, 1.374, 2.871], [-0.163, 0.047, 3.242], [0.494, 1.687, 3.260], [0.372, 1.630, 0.826], [-0.517, 0.135, -0.471], [-0.548, -0.999, 1.069], [1.725, -1.382, 0.681], [1.001, -1.940, -0.755], [3.640, -0.594, -3.343], [-3.264, 0.157, -2.258], [-3.628, -0.574, -2.806], [-3.965, 0.791, -2.501]], "forces_ev_per_angstrom": [[0.220, -4.576, -1.493], [1.038, 2.739, -1.171], [-3.206, -1.636, 1.291], [0.761, -1.545, 0.839], [0.642, 1.467, 0.435], [-0.540, -0.795, -0.977], [-1.157, 0.770, -0.423], [0.118, 1.093, -0.010], [1.003, 1.030, 0.691], [0.278, -0.087, 0.804], [-0.263, -0.163, 1.026], [0.522, 0.692, -1.691], [0.984, 0.097, 0.001], [-0.653, 0.853, 0.177], [0.235, 0.059, 0.487], [-1.464, -0.377, -1.165], [0.865, 0.065, 0.628], [0.615, 0.311, 0.551]], "spin_multiplicity": 1, "total_energy_ha": -1047.20370, "gap_ev": 8.716, "e_lumo_ev": 0.71, "homo_energy_ev": -8.01, "smiles": "CNCCSS.O", "e_above_lowest_ev": 1.732}

No. 3
{"formula": "C41H35IrN4SSbTe", "method": "ωB97M-V/def2-TZVPD", "symbols": ["Ir", "S", "N", "C", "C", "C", "C", "C", "N", "C", "C", "N", "C", "C", "C", "C", "C", "N", "H", "H", "H", "H", "H", "H", "C", "C", "C", "C", "C", "C", "C", "Sb", "C", "C", "C", "C", "C", "C", "C", "C", "C", "C", "C", "C", "C", "C", "H", "H", "H", "H", "H", "H", "H", "H", "H", "H", "H", "H", "H", "H", "H", "H", "H", "H", "H", "H", "H", "C", "Te", "C", "C", "C", "C", "C", "C", "C", "H", "H", "H", "H", "H", "H", "H", "H"], "xyz": [[-0.289, 0.479, -0.472], [-3.513, 4.010, 5.248], [-3.130, 2.461, 5.071], [-2.649, 2.323, 3.844], [-2.183, 1.083, 3.257], [-2.240, -0.166, 3.878], [-1.786, -1.274, 3.190], [-1.254, -1.119, 1.915], [-1.178, 0.075, 1.325], [-1.662, 1.161, 1.966], [-1.677, 2.388, 1.211], [-1.232, 2.293, -0.061], [-1.276, 3.370, -0.845], [-1.752, 4.594, -0.383], [-2.196, 4.708, 0.918], [-2.169, 3.576, 1.739], [-2.636, 3.534, 3.111], [-3.108, 4.564, 3.797], [-2.650, -0.249, 4.876], [-1.836, -2.263, 3.623], [-0.884, -1.962, 1.349], [-0.913, 3.248, -1.856], [-1.770, 5.439, -1.057], [-2.573, 5.644, 1.308], [2.719, -3.098, -2.744], [3.814, -2.872, -1.739], [5.027, -3.549, -1.826], [6.051, -3.311, -0.920], [5.900, -2.381, 0.100], [4.707, -1.687, 0.219], [3.694, -1.952, -0.699], [1.947, -0.816, -0.556], [1.875, 0.775, -1.978], [0.675, 0.721, -2.714], [0.331, 1.766, -3.599], [1.169, 2.849, -3.706], [2.373, 2.880, -2.985], [2.752, 1.863, -2.120], [4.100, 1.890, -1.453], [1.918, 0.462, 1.143], [1.758, 1.849, 0.996], [1.497, 2.649, 2.111], [1.401, 2.067, 3.357], [1.556, 0.684, 3.506], [1.800, -0.136, 2.421], [1.992, -1.615, 2.619], [2.880, -4.017, -3.303], [2.683, -2.279, -3.470], [1.739, -3.185, -2.264], [5.169, -4.274, -2.618], [6.979, -3.858, -1.014], [6.705, -2.195, 0.797], [4.584, -0.947, 1.000], [0.230, -0.253, -2.902], [-0.553, 1.685, -4.220], [0.939, 3.654, -4.392], [3.049, 3.715, -3.130], [4.394, 2.903, -1.181], [4.855, 1.504, -2.141], [4.129, 1.272, -0.555], [1.892, 2.327, 0.037], [1.408, 3.722, 1.996], [1.229, 2.681, 4.232], [1.503, 0.248, 4.497], [1.625, -1.937, 3.592], [3.048, -1.885, 2.566], [1.471, -2.212, 1.862], [-3.906, -0.732, -0.442], [-2.353, -0.218, -1.817], [-2.184, -2.334, -2.036], [-3.614, -2.782, -1.852], [-4.095, -3.947, -2.434], [-5.415, -4.322, -2.233], [-6.260, -3.530, -1.468], [-5.788, -2.357, -0.895], [-4.463, -1.987, -1.078], [-4.629, 0.081, -0.403], [-3.484, -0.899, 0.548], [-1.502, -2.690, -1.263], [-1.782, -2.573, -3.019], [-3.445, -4.557, -3.048], [-5.791, -5.227, -2.690], [-7.293, -3.818, -1.329], [-6.454, -1.733, -0.312]], "forces_ev_per_angstrom": [[-0.301, 0.565, 1.115], [-0.080, 0.011, 0.020], [0.063, -0.030, 0.010], [-0.020, -0.010, -0.015], [-0.013, 0.020, 0.013], [0.001, -0.014, 0.017], [0.017, -0.001, -0.026], [0.057, 0.005, -0.002], [0.023, -0.186, -0.235], [-0.084, -0.132, 0.158], [-0.070, 0.064, -0.076], [0.103, 0.178, -0.310], [0.049, -0.026, 0.072], [-0.008, -0.023, 0.011], [0.007, 0.008, -0.034], [-0.024, 0.012, 0.034], [-0.017, 0.014, -0.011], [0.066, 0.017, -0.022], [-0.002, 0.002, -0.002], [0.005, -0.001, 0.003], [0.016, 0.002, 0.004], [0.014, 0.003, -0.013], [-0.001, 0.005, 0.004], [-0.001, 0.000, -0.002], [0.009, 0.000, -0.014], [0.028, -0.002, 0.063], [-0.021, -0.028, -0.024], [0.021, -0.004, -0.003], [-0.013, 0.016, 0.019], [0.034, -0.035, -0.072], [-0.050, -0.026, 0.081], [0.324, -0.060, -0.303], [0.177, -0.237, -0.102], [-0.121, -0.070, -0.382], [0.012, 0.099, 0.074], [0.011, -0.024, 0.024], [-0.014, -0.024, 0.010], [0.003, 0.051, 0.008], [-0.023, 0.004, 0.005], [-0.030, -0.046, -0.033], [-0.095, -0.053, 0.017], [-0.007, 0.043, 0.032], [-0.006, 0.025, -0.004], [0.013, -0.025, -0.020], [-0.006, 0.037, 0.066], [-0.013, 0.006, -0.001], [0.001, 0.006, -0.010], [-0.009, -0.007, -0.006], [0.002, -0.005, 0.004], [0.002, 0.001, 0.002], [0.000, 0.000, 0.001], [0.001, -0.002, -0.002], [-0.002, -0.002, 0.018], [0.016, 0.023, -0.001], [0.005, 0.013, -0.002], [0.004, 0.005, 0.002], [-0.012, 0.008, -0.021], [-0.004, 0.001, -0.001], [0.010, -0.002, 0.010], [0.008, 0.009, -0.005], [0.051, 0.016, 0.016], [-0.007, -0.006, -0.004], [0.002, -0.004, 0.001], [-0.001, 0.008, 0.001], [-0.006, 0.015, -0.001], [0.013, -0.014, -0.005], [0.004, -0.003, -0.015], [-0.035, -0.002, -0.008], [-0.081, -0.213, -0.110], [-0.040, -0.058, -0.023], [-0.019, 0.086, 0.051], [0.011, -0.028, -0.016], [-0.003, 0.005, 0.002], [0.011, 0.006, 0.004], [-0.023, -0.007, 0.013], [0.054, -0.005, -0.023], [0.013, 0.011, 0.004], [-0.013, 0.017, -0.020], [0.017, -0.012, -0.012], [0.007, 0.012, 0.003], [-0.006, -0.003, -0.002], [0.003, -0.002, -0.002], [-0.002, 0.003, 0.001], [-0.004, -0.003, -0.002]], "spin_multiplicity": 1, "total_energy_ha": -2812.28345, "gap_ev": 6.503, "e_lumo_ev": -9.55, "total_charge": 3, "homo_energy_ev": -16.06, "e_above_lowest_ev": 0.043}